No. 1
The following is a DFT calculation (ωB97M-V with the def2-TZVPD basis set) of 2 unconnected molecules or ions with the total composition C3H11NOS2 in a non-equilibrium geometry.

Computed properties:
Relative energy (zero: lowest compared OMol25 entry of this formula, charge and spin) (kcal/mol): 14.8
Charge: -1
Multiplicity: 2
E (Ha): -1047.2468
Gap between HOMO and LUMO (alpha / beta) (eV): 3.5 / 5.9
E_LUMO (alpha / beta) (eV): 3.18 / 3.12

Last column: natural (NBO) charge in e.
Cartesian coordinates (Å):
N: -0.150 2.312 -0.459  -0.859
C: 0.493 0.989 -0.443  -0.052
C: 1.075 0.758 -1.838  -0.619
C: -0.480 -0.105 0.050  -0.553
S: 0.088 -1.798 -0.224  -0.268
S: -1.587 -2.899 -1.256  -0.598
H: -0.077 2.718 0.461  0.350
H: -1.104 2.220 -0.770  0.348
H: 1.346 1.050 0.246  0.171
H: 1.806 1.534 -1.976  0.192
H: 1.549 -0.220 -1.918  0.231
H: 0.287 0.776 -2.582  0.192
H: -0.634 0.078 1.118  0.201
H: -1.443 0.127 -0.423  0.174
H: -2.240 -1.927 -1.916  0.093
H: 0.201 -2.535 3.586  0.473
H: 0.669 -1.501 4.590  0.450
O: 0.200 -1.580 3.753  -0.927

No. 2
The following is a DFT calculation (ωB97M-V with the def2-TZVPD basis set) of 2 unconnected molecules or ions with the total composition C7H10Cl2Si2 in a non-equilibrium geometry.

Computed properties:
Relative energy (zero: lowest compared OMol25 entry of this formula, charge and spin) (kcal/mol): 43.6
E (Ha): -1772.0943
Gap between HOMO and LUMO (alpha / beta) (eV): 7.6 / 5.8
E_LUMO (alpha / beta) (eV): -0.44 / -1.38

Last column: natural (NBO) charge in e.
Cartesian coordinates (Å):
C: 0.632 -3.340 -0.075  -0.191
C: -0.041 -2.456 0.755  -0.234
C: 1.670 -2.881 -0.869  -0.212
C: 0.320 -1.124 0.786  -0.133
C: 2.026 -1.546 -0.839  -0.194
C: 1.371 -0.649 0.000  -0.537
C: -2.683 2.534 0.686  -1.107
Si: -2.095 3.123 -1.004  0.772
Si: 1.769 1.190 -0.040  1.167
Cl: 1.878 1.852 1.926  -0.402
Cl: 3.653 1.457 -0.839  -0.393
H: 0.344 -4.382 -0.102  0.216
H: -0.850 -2.814 1.376  0.216
H: 2.202 -3.567 -1.514  0.217
H: -0.201 -0.436 1.438  0.206
H: 2.838 -1.192 -1.459  0.222
H: -2.050 2.932 1.474  0.250
H: -3.705 2.852 0.887  0.240
H: -2.654 1.450 0.753  0.245
H: -1.778 4.532 -1.164  -0.173
H: -2.646 2.463 -2.177  -0.175

No. 3
The following is a DFT calculation (ωB97M-V with the def2-TZVPD basis set) of C8H13N in the gas phase in a non-equilibrium geometry.

Computed properties:
Relative energy (zero: lowest compared OMol25 entry of this formula, charge and spin) (kcal/mol): 68.4
SMILES: C=C[C@H]1C[C@]1(N)C(=C)C
E (Ha): -367.2682
Gap between HOMO and LUMO (eV): 9.5
E_LUMO (eV): 1.00

Last column: natural (NBO) charge in e.
Cartesian coordinates (Å):
C: 3.355 0.259 -0.344  -0.377
C: 2.226 0.445 0.346  -0.181
C: 0.914 0.368 -0.406  -0.298
C: 0.497 -0.929 -0.906  -0.433
C: -0.242 -0.265 0.255  0.069
N: -0.299 -0.943 1.507  -0.826
C: -1.635 0.299 -0.001  0.046
C: -1.979 1.609 0.152  -0.400
C: -2.584 -0.612 -0.639  -0.657
H: 3.429 0.150 -1.407  0.201
H: 4.313 0.290 0.235  0.195
H: 2.144 0.723 1.352  0.203
H: 0.737 1.247 -1.108  0.230
H: -0.143 -1.185 -1.787  0.223
H: 1.265 -1.781 -0.717  0.219
H: 0.585 -1.210 1.911  0.368
H: -0.813 -0.474 2.219  0.369
H: -2.945 2.040 0.105  0.197
H: -1.209 2.378 0.263  0.192
H: -2.456 -1.633 -0.222  0.221
H: -3.606 -0.299 -0.408  0.216
H: -2.513 -0.691 -1.721  0.221

No. 4
The following is a DFT calculation (ωB97M-V with the def2-TZVPD basis set) of C4H6S in the gas phase in a non-equilibrium geometry.

Computed properties:
Relative energy (zero: lowest compared OMol25 entry of this formula, charge and spin) (kcal/mol): 50.3
SMILES: S[C@H]1C=CC1
E (Ha): -554.0920
Gap between HOMO and LUMO (eV): 9.9
E_LUMO (eV): 0.97

Last column: natural (NBO) charge in e.
Cartesian coordinates (Å):
S: -2.176 0.246 0.331  -0.101
C: -0.492 0.193 -0.523  -0.317
C: 0.344 1.206 0.074  -0.213
C: 1.393 0.451 0.423  -0.138
C: 0.415 -0.902 -0.025  -0.429
H: -2.482 -1.036 0.114  0.120
H: -0.766 0.253 -1.522  0.229
H: 0.330 2.237 0.262  0.209
H: 2.347 0.340 0.746  0.205
H: 0.961 -1.564 -0.778  0.211
H: 0.125 -1.426 0.898  0.224

No. 5
The following is a DFT calculation (ωB97M-V with the def2-TZVPD basis set) of C13H16N2 in the gas phase in a non-equilibrium geometry.

Computed properties:
Relative energy (zero: lowest compared OMol25 entry of this formula, charge and spin) (kcal/mol): 75.2
SMILES: NCCNCc1ccc2ccccc2c1
E (Ha): -614.3690
Gap between HOMO and LUMO (eV): 8.9
E_LUMO (eV): 0.62

Last column: natural (NBO) charge in e.
Cartesian coordinates (Å):
N: -3.092 2.299 0.120  -0.800
C: -3.471 1.005 0.785  -0.245
C: -2.560 -0.267 0.686  -0.245
N: -2.326 -0.488 -0.704  -0.631
C: -1.559 -1.689 -0.819  -0.244
C: -0.130 -1.321 -0.593  -0.053
C: 0.687 -2.330 0.181  -0.242
C: 1.982 -1.915 0.488  -0.143
C: 2.525 -0.642 0.070  -0.100
C: 3.812 -0.298 0.421  -0.181
C: 4.301 0.990 0.118  -0.210
C: 3.280 1.990 -0.138  -0.201
C: 1.969 1.699 -0.544  -0.204
C: 1.610 0.344 -0.408  -0.039
C: 0.282 -0.078 -0.790  -0.156
H: -3.103 2.121 -1.006  0.345
H: -1.963 2.193 0.304  0.335
H: -3.673 1.417 1.740  0.206
H: -4.521 0.791 0.391  0.174
H: -1.464 -0.177 1.091  0.201
H: -3.055 -1.080 1.136  0.175
H: -3.324 -0.566 -1.127  0.357
H: -1.962 -2.453 -0.080  0.168
H: -1.753 -2.227 -1.792  0.217
H: 0.326 -3.271 0.633  0.230
H: 2.833 -2.493 1.200  0.210
H: 4.510 -1.058 0.684  0.209
H: 5.330 1.310 0.260  0.220
H: 3.655 2.994 -0.471  0.207
H: 1.236 2.428 -0.725  0.216
H: -0.381 0.773 -1.110  0.226

No. 6
The following is a DFT calculation (ωB97M-V with the def2-TZVPD basis set) of a molecular structure, C20H24MoN3O2S.

Computed properties:
Charge: +3
E (Ha): -1556.7561
Gap between HOMO and LUMO (eV): 7.4
E_LUMO (eV): -10.60

Last column: natural (NBO) charge in e.
Cartesian coordinates (Å):
Mo: 0.040 -0.179 0.240  1.627
C: 4.457 -0.312 -0.307  -0.207
C: 4.683 0.899 -0.939  -0.077
C: 3.600 1.709 -1.268  -0.179
C: 2.325 1.290 -0.950  0.131
N: 2.107 0.100 -0.330  -0.486
C: 3.153 -0.679 -0.027  0.101
C: 1.105 2.071 -1.275  0.305
C: 1.070 3.284 -1.931  -0.214
C: -0.167 3.861 -2.199  -0.049
C: -1.349 3.220 -1.838  -0.195
C: -1.269 2.009 -1.183  0.225
N: -0.055 1.483 -0.896  -0.504
C: -2.417 1.168 -0.760  0.152
C: -3.732 1.510 -0.994  -0.177
C: -4.744 0.655 -0.568  -0.076
C: -4.409 -0.522 0.079  -0.207
C: -3.071 -0.811 0.272  0.096
N: -2.090 0.006 -0.133  -0.487
H: 5.272 -0.968 -0.033  0.273
H: 5.690 1.215 -1.178  0.271
H: 3.767 2.653 -1.767  0.255
H: 2.928 -1.617 0.463  0.220
H: 1.977 3.782 -2.240  0.264
H: -0.212 4.816 -2.708  0.274
H: -2.302 3.670 -2.074  0.264
H: -3.984 2.430 -1.501  0.256
H: -5.781 0.913 -0.743  0.272
H: -5.166 -1.209 0.430  0.273
H: -2.764 -1.718 0.777  0.217
C: -0.009 -4.269 -0.347  -0.807
S: -0.619 -3.059 -1.502  1.268
C: 0.331 -3.482 -2.943  -0.797
O: 0.055 -1.715 -1.038  -0.938
H: 1.080 -4.259 -0.333  0.261
H: -0.379 -5.240 -0.683  0.293
H: -0.433 -4.051 0.632  0.261
H: 0.014 -4.482 -3.244  0.288
H: 1.393 -3.462 -2.702  0.263
H: 0.082 -2.774 -3.731  0.279
C: 1.127 -0.365 4.046  -0.646
C: 0.139 0.565 3.399  0.135
C: -1.277 0.468 3.900  -0.645
O: 0.099 0.213 1.914  -0.517
H: 1.200 -0.100 5.102  0.274
H: 2.121 -0.265 3.613  0.230
H: 0.789 -1.400 3.986  0.226
H: 0.496 1.593 3.363  0.225
H: -1.633 -0.562 3.871  0.225
H: -1.947 1.119 3.341  0.229
H: -1.290 0.795 4.940  0.275

Please write out number 6 again, unchanged.
The following is a DFT calculation (ωB97M-V with the def2-TZVPD basis set) of a molecular structure, C20H24MoN3O2S.

Computed properties:
Charge: +3
E (Ha): -1556.7561
Gap between HOMO and LUMO (eV): 7.4
E_LUMO (eV): -10.60

Last column: natural (NBO) charge in e.
Cartesian coordinates (Å):
Mo: 0.040 -0.179 0.240  1.627
C: 4.457 -0.312 -0.307  -0.207
C: 4.683 0.899 -0.939  -0.077
C: 3.600 1.709 -1.268  -0.179
C: 2.325 1.290 -0.950  0.131
N: 2.107 0.100 -0.330  -0.486
C: 3.153 -0.679 -0.027  0.101
C: 1.105 2.071 -1.275  0.305
C: 1.070 3.284 -1.931  -0.214
C: -0.167 3.861 -2.199  -0.049
C: -1.349 3.220 -1.838  -0.195
C: -1.269 2.009 -1.183  0.225
N: -0.055 1.483 -0.896  -0.504
C: -2.417 1.168 -0.760  0.152
C: -3.732 1.510 -0.994  -0.177
C: -4.744 0.655 -0.568  -0.076
C: -4.409 -0.522 0.079  -0.207
C: -3.071 -0.811 0.272  0.096
N: -2.090 0.006 -0.133  -0.487
H: 5.272 -0.968 -0.033  0.273
H: 5.690 1.215 -1.178  0.271
H: 3.767 2.653 -1.767  0.255
H: 2.928 -1.617 0.463  0.220
H: 1.977 3.782 -2.240  0.264
H: -0.212 4.816 -2.708  0.274
H: -2.302 3.670 -2.074  0.264
H: -3.984 2.430 -1.501  0.256
H: -5.781 0.913 -0.743  0.272
H: -5.166 -1.209 0.430  0.273
H: -2.764 -1.718 0.777  0.217
C: -0.009 -4.269 -0.347  -0.807
S: -0.619 -3.059 -1.502  1.268
C: 0.331 -3.482 -2.943  -0.797
O: 0.055 -1.715 -1.038  -0.938
H: 1.080 -4.259 -0.333  0.261
H: -0.379 -5.240 -0.683  0.293
H: -0.433 -4.051 0.632  0.261
H: 0.014 -4.482 -3.244  0.288
H: 1.393 -3.462 -2.702  0.263
H: 0.082 -2.774 -3.731  0.279
C: 1.127 -0.365 4.046  -0.646
C: 0.139 0.565 3.399  0.135
C: -1.277 0.468 3.900  -0.645
O: 0.099 0.213 1.914  -0.517
H: 1.200 -0.100 5.102  0.274
H: 2.121 -0.265 3.613  0.230
H: 0.789 -1.400 3.986  0.226
H: 0.496 1.593 3.363  0.225
H: -1.633 -0.562 3.871  0.225
H: -1.947 1.119 3.341  0.229
H: -1.290 0.795 4.940  0.275